C25H27NO6S | the ωB97M-V functional and the def2-TZVPD basis

```
60
Properties=species:S:1:pos:R:3:forces:R:3
C -5.16247 -0.11927 2.81204 0.03 0.15 -0.20
C -4.37926 0.70519 1.79969 0.06 -0.14 0.17
H -4.58173 0.33667 0.79382 -0.03 0.08 -0.05
H -4.69925 1.74852 1.84769 0.02 0.02 -0.07
C -2.87137 0.63355 2.07305 -0.20 0.04 0.02
C -2.11376 1.46066 1.08100 0.28 0.44 0.40
C -1.63237 2.66369 1.47475 -0.20 -0.46 -0.03
C -0.95517 3.58226 0.59243 0.21 0.55 0.33
O -0.48010 4.64611 0.90929 -0.14 -0.37 -0.18
O -0.87204 3.20227 -0.71922 0.09 0.20 -0.11
C -1.29381 1.99596 -1.14599 -0.34 -0.83 -0.22
C -1.04952 1.72324 -2.48905 0.01 0.06 0.10
C -1.38800 0.49791 -3.02224 0.06 0.20 0.31
C -1.96476 -0.45905 -2.18977 -0.17 -0.22 0.12
C -2.22556 -0.20300 -0.85647 0.11 0.34 -0.27
C -1.91263 1.06005 -0.29413 0.01 0.10 -0.39
O -2.75460 -1.15356 -0.02633 0.00 0.32 0.09
C -2.68124 -2.50469 -0.42216 -0.07 -0.37 -0.25
C -1.24268 -2.94328 -0.72545 -0.13 0.26 0.27
O -0.96386 -3.75087 -1.58328 -0.09 -0.29 -0.32
N -0.33957 -2.33299 0.06400 0.25 0.05 0.36
H -0.64225 -1.67016 0.76497 -0.03 -0.05 -0.09
C 1.08179 -2.44650 -0.11806 0.04 -0.07 -0.21
C 1.73218 -2.85697 1.19435 -0.41 -0.03 0.11
O 1.19126 -2.83173 2.26448 -0.04 0.04 0.12
O 2.99616 -3.24828 1.01823 0.64 -0.15 -0.30
H 3.38868 -3.53293 1.86017 -0.31 0.13 -0.02
H 1.26311 -3.23330 -0.86032 -0.02 0.11 0.15
C 1.66182 -1.11980 -0.64069 -0.11 0.22 0.35
H 1.25917 -0.92415 -1.63415 0.05 -0.08 -0.02
H 2.74970 -1.14841 -0.68448 0.02 -0.02 -0.15
S 1.15653 0.30650 0.37747 0.18 -0.05 0.09
C 2.57670 0.46157 1.53165 -0.43 -0.22 -0.33
C 3.83175 0.77385 0.78950 0.16 -0.02 0.04
C 4.81762 -0.18969 0.61529 -0.06 0.08 0.11
C 5.96385 0.10364 -0.10423 0.11 -0.01 -0.08
C 6.13067 1.35894 -0.66135 0.10 -0.06 -0.05
C 5.14729 2.32206 -0.49852 -0.05 0.09 0.00
C 4.00323 2.03135 0.21956 0.07 -0.06 0.03
H 3.22977 2.77576 0.34037 -0.09 0.11 0.00
H 5.27280 3.30229 -0.93313 0.02 0.09 -0.04
H 7.02455 1.58680 -1.22248 0.08 0.02 -0.05
H 6.72493 -0.65231 -0.23004 0.07 -0.05 -0.02
H 4.69502 -1.17165 1.05115 -0.05 -0.06 0.04
H 2.28034 1.28180 2.18499 0.01 -0.06 0.08
H 2.64490 -0.45801 2.11092 0.10 0.11 0.13
H -3.05375 -3.07529 0.43425 0.04 0.04 -0.13
H -3.31867 -2.72579 -1.28559 0.17 0.04 0.08
H -2.19634 -1.42263 -2.61373 -0.04 -0.15 -0.02
C -1.14496 0.18212 -4.46375 -0.05 0.03 -0.02
H -2.05983 0.34079 -5.03480 -0.03 -0.01 -0.09
H -0.37255 0.82504 -4.87672 0.05 0.02 -0.08
H -0.85094 -0.85778 -4.58743 0.04 -0.06 -0.05
H -0.57392 2.48581 -3.08416 0.08 0.10 -0.08
H -1.74108 3.00297 2.49307 -0.01 0.02 0.07
H -2.67644 1.01962 3.07538 0.04 0.00 -0.01
H -2.55278 -0.40634 2.03850 0.02 0.05 0.11
H -4.97926 0.23880 3.82281 -0.01 -0.01 0.13
H -4.86795 -1.16499 2.75987 0.01 -0.15 0.04
H -6.22937 -0.05239 2.61298 -0.11 -0.05 0.05
```
Forces are in eV/Å.

## Properties
Energy relative to the best compared isomer or geometry (same formula, charge and spin): 0.0 kJ/mol
Total energy: -1873.3073 Ha
Spin multiplicity: 1
HOMO energy: -8.612 eV
LUMO: 0.2 eV
Frontier orbital gap: 8.8144 eV
Structure (SMILES): CCCc1cc(=O)oc2cc(C)cc(OCC(=O)N[C@@H](CSCc3ccccc3)C(=O)O)c12

Results of the Löwdin charge analysis, in e, for atoms 1 through 2:
1 C -0.103
2 C -0.239